Entry 1:
54
Properties=species:S:1:pos:R:3 method="wB97M-V/def2-TZVPD" orbital_gap_ha=0.2410 total_charge=0 e_tot_ha=-4750.8161 e_lumo_ha=-0.0567
Sc 0.269 -0.105 0.272
O -1.319 -1.348 0.572
C -1.893 -2.223 -0.199
C -3.301 -2.341 -0.213
C -3.932 -3.234 -1.047
C -3.202 -4.082 -1.889
C -1.829 -4.012 -1.863
C -1.159 -3.084 -1.052
C 0.285 -3.071 -1.066
N 1.029 -2.130 -0.622
C 2.477 -2.340 -0.638
C 3.057 -1.627 0.576
N 2.570 -0.261 0.494
C 3.405 0.702 0.421
C 3.043 2.061 0.090
C 3.959 3.094 0.336
C 3.691 4.390 -0.037
C 2.494 4.661 -0.709
C 1.594 3.661 -0.995
C 1.832 2.330 -0.595
O 0.967 1.393 -0.884
H -3.863 -1.696 0.451
H -5.015 -3.288 -1.045
H -3.708 -4.791 -2.530
H -1.240 -4.676 -2.487
H 0.760 -3.962 -1.493
H 2.891 -1.887 -1.543
H 2.728 -3.404 -0.630
H 4.150 -1.679 0.578
H 2.679 -2.097 1.487
H 4.471 0.500 0.571
H 4.889 2.853 0.839
H 4.395 5.183 0.175
H 2.274 5.676 -1.018
H 0.676 3.867 -1.531
Se -2.430 -0.215 -3.362
N -3.700 0.932 -2.920
C -3.354 1.441 -1.751
C -4.080 2.406 -0.985
C -3.557 2.777 0.207
C -2.327 2.206 0.682
N -1.634 1.339 0.015
C -2.120 0.960 -1.205
N -1.458 0.076 -1.922
H -5.012 2.805 -1.363
H -4.062 3.500 0.833
H -1.936 2.485 1.655
O 0.215 0.789 2.159
N 0.611 -0.391 2.517
C 0.806 -0.641 3.770
C 0.578 0.335 4.795
N 0.391 1.113 5.619
C 1.281 -1.950 4.110
N 1.667 -3.001 4.366

=====

Entry 2:
83
Properties=species:S:1:pos:R:3 method="wB97M-V/def2-TZVPD" orbital_gap_ha=0.1347 total_charge=-1 e_tot_ha=-3455.0035 de_lowest_kcal_mol=5.8 e_lumo_ha=0.0617
K 0.142 -0.174 -0.742
C -3.411 2.165 1.410
C -2.905 2.755 2.557
C -1.541 2.740 2.782
C -0.719 2.126 1.843
N -1.195 1.571 0.730
C -2.514 1.580 0.530
C 0.774 2.055 2.018
C 1.451 2.887 2.904
C 2.829 2.792 2.997
C 3.502 1.883 2.198
C 2.751 1.100 1.337
N 1.425 1.172 1.256
H -4.474 2.135 1.212
H -3.571 3.190 3.293
H -1.138 3.141 3.701
H -2.858 1.114 -0.386
H 0.911 3.611 3.499
H 3.372 3.432 3.681
H 4.579 1.784 2.234
H 3.224 0.385 0.667
N -3.401 1.014 -3.994
C -3.150 2.363 -3.878
C -2.004 2.451 -3.148
N -1.548 1.195 -2.821
C -2.403 0.356 -3.345
C -2.334 -1.105 -3.205
N -1.508 -1.725 -2.410
C -1.787 -3.065 -2.534
C -2.799 -3.249 -3.426
N -3.147 -1.984 -3.851
H -4.201 0.611 -4.446
H -3.802 3.107 -4.303
H -1.480 3.338 -2.830
H -1.246 -3.802 -1.961
H -3.299 -4.131 -3.788
H -3.839 -1.777 -4.547
Cl 4.415 1.229 -6.520
C 3.759 0.595 -5.021
C 3.871 -0.738 -4.752
C 3.352 -1.272 -3.564
I 3.557 -3.310 -3.174
C 2.675 -0.506 -2.597
O 2.174 -0.982 -1.533
C 2.597 0.931 -2.899
N 2.003 1.713 -1.959
C 1.934 3.006 -2.154
C 2.434 3.631 -3.313
C 3.023 2.863 -4.276
C 3.134 1.465 -4.097
H 4.370 -1.383 -5.462
H 1.457 3.590 -1.370
H 2.349 4.704 -3.431
H 3.415 3.311 -5.180
C 4.311 -2.645 1.643
C 2.859 -3.001 1.684
C 2.100 -3.691 2.607
C 0.778 -3.666 2.093
N 0.738 -3.031 0.935
N 2.006 -2.624 0.717
C -0.476 -4.236 2.681
H 4.855 -3.204 2.403
H 4.465 -1.580 1.834
H 4.744 -2.875 0.667
H 2.440 -4.129 3.534
H 2.187 -2.089 -0.128
H -0.469 -4.149 3.768
H -0.587 -5.294 2.429
H -1.343 -3.697 2.296
F -2.762 1.144 6.207
C -2.742 0.479 4.991
C -3.923 0.246 4.315
C -3.912 -0.426 3.101
C -2.700 -0.914 2.497
C -2.634 -1.501 1.238
C -1.512 -0.669 3.286
C -1.541 0.001 4.494
H -4.854 0.605 4.745
H -4.852 -0.601 2.583
H -3.519 -1.669 0.630
H -1.671 -1.821 0.866
H -0.562 -1.026 2.899
H -0.627 0.173 5.056

=====

Entry 3:
16
Properties=species:S:1:pos:R:3 method="wB97M-V/def2-TZVPD" orbital_gap_ha=0.3947 total_charge=0 e_tot_ha=-3354.4898 de_lowest_kcal_mol=0.0 e_lumo_ha=0.0176
O -1.999 2.430 -1.265
S -1.434 1.250 -0.594
O -1.120 0.174 -1.830
C -0.052 -0.700 -1.452
C -0.238 -1.266 -0.013
C 0.600 -0.537 1.067
C 0.441 1.014 1.114
Br 2.217 1.748 1.634
O 0.137 1.628 -0.126
H 0.928 -0.217 -1.534
H -0.027 -1.541 -2.150
H 0.142 -2.297 -0.046
H -1.295 -1.370 0.255
H 0.269 -0.907 2.048
H 1.663 -0.777 0.993
H -0.232 1.368 1.899